[1]
Here is 10 unconnected molecules or ions with the total composition C66H74N2O2 from OMol25. Energies are from wB97M-V/def2-TZVPD.

XYZ file:
```
144
Properties=species:S:1:pos:R:3:forces:R:3
O 1.7799 -3.4244 1.4407 0.5 -0.1 0.2
O -0.1065 0.8766 2.0869 -0.5 0.5 -1.3
N 2.2801 3.0033 1.6445 0.3 0.8 0.1
N -0.7211 -2.0016 0.3301 -0.3 -0.8 -0.1
C -7.9909 8.6340 5.1182 0.0 0.0 0.0
C 2.4792 -5.0260 -4.8884 0.0 0.0 0.0
C 9.4217 0.6143 3.9830 0.0 0.0 0.0
C 2.1644 -5.3917 5.9873 -0.1 0.0 0.0
C 2.5713 -5.6286 7.2945 0.0 0.0 0.0
C 4.0386 -2.8320 2.3985 0.1 0.3 0.8
C 1.0988 -6.9786 -4.6140 0.0 0.0 0.0
C -5.0871 6.0688 -4.6015 0.0 0.0 0.0
C -8.6412 9.2074 4.0320 0.0 0.0 0.0
C -6.7141 8.1075 4.9644 0.0 0.0 0.0
C -0.0373 8.0422 1.8848 0.0 0.0 0.0
C 2.0040 2.1273 0.9658 -0.7 -2.5 -0.4
C 1.6178 0.7715 0.3813 0.2 0.1 -0.4
C -6.7389 8.7271 2.6379 0.0 0.0 0.0
C -4.3520 6.9209 -3.7862 0.0 0.0 0.0
C 5.6463 -9.9260 -7.9682 0.0 0.0 0.0
C 6.8348 1.6028 3.7440 0.0 0.0 0.0
C -2.7881 -10.7567 -5.9405 0.0 0.0 0.0
C -1.6964 -8.7147 -6.5973 0.0 0.0 0.0
C -3.0351 5.0565 -3.0235 0.0 0.0 0.0
C -4.7951 4.7106 -4.6282 0.0 0.0 0.0
C 3.4143 -9.5434 -7.1541 0.0 0.0 0.0
C -5.0148 9.9069 -0.4037 0.0 0.1 -0.1
C 1.8100 -4.4055 -3.8404 0.0 -0.1 0.0
C 7.8385 2.0742 2.9067 0.0 0.0 0.0
C 2.1221 -6.3116 -5.2766 0.0 0.0 0.0
C 3.8462 -9.7838 -5.8554 0.0 0.0 0.0
C -1.9061 -10.0771 -6.7725 0.0 0.0 0.0
C -0.8207 7.6488 0.8066 0.0 0.0 0.0
C 2.1730 -3.9404 0.1654 0.0 0.7 -0.3
C -6.7346 11.5803 -0.2114 0.0 0.0 0.0
C 6.0773 -10.1699 -6.6698 0.0 0.0 0.0
C 8.4169 0.1387 4.8172 0.0 0.0 0.0
C -1.2081 2.4315 3.5589 0.6 -0.4 -0.5
C 0.8359 5.8048 2.0670 0.0 0.1 0.1
C 7.1248 0.6359 4.7004 0.0 0.0 0.0
C -7.5446 10.8463 -1.0703 0.0 0.0 0.0
C 1.6518 -5.5511 8.3335 0.0 0.0 0.0
C -8.0136 9.2584 2.7932 0.0 0.0 0.0
C 5.1785 -10.0947 -5.6128 0.0 0.0 0.0
C 3.8540 -1.3663 2.9293 -0.3 -0.4 0.3
C -6.0901 8.1505 3.7232 0.0 0.0 0.0
C -2.3610 -8.0332 -5.5848 0.0 0.0 0.0
C 0.1057 0.5091 0.7357 0.0 -0.4 0.3
C 0.8354 -5.0800 5.7182 0.1 0.0 0.0
C -0.0851 -5.0117 6.7564 0.0 0.0 0.0
C 0.7870 7.1189 2.5175 -0.1 0.0 -0.1
C -5.4696 11.1116 0.1201 0.0 0.0 0.0
C 4.3149 -9.6098 -8.2102 0.0 0.0 0.0
C -3.3293 6.4143 -2.9946 0.0 0.0 0.0
C -1.3933 1.4791 2.3186 -0.3 0.3 2.0
C 2.6002 -0.6112 2.3880 0.2 0.8 -0.3
C 2.7511 -3.7142 2.4458 1.2 -1.2 -0.4
C -7.0865 9.6463 -1.6010 0.0 0.0 0.0
C 9.1328 1.5831 3.0296 0.0 0.0 0.0
C 0.3231 -5.2449 8.0640 0.0 0.0 0.0
C -0.7749 6.3342 0.3585 0.0 0.0 0.0
C -3.7661 4.2048 -3.8430 0.0 0.0 0.0
C 2.5990 -0.3831 0.8420 0.1 0.7 -0.1
C -0.3303 -0.9542 0.5551 0.9 2.3 -0.2
C -3.2387 -8.7136 -4.7495 0.0 0.0 0.0
C -3.4551 -10.0745 -4.9304 0.0 0.0 0.0
C 0.0561 5.4138 0.9856 -0.1 0.1 0.0
C 0.4356 -6.3618 -3.5601 0.0 0.0 0.0
C -5.8224 9.1757 -1.2668 0.0 0.0 0.0
C 0.7898 -5.0748 -3.1741 0.0 0.0 0.0
H 7.1154 -10.4180 -6.4816 0.0 0.0 0.0
H 3.6062 -5.8733 7.5039 0.0 0.0 0.0
H 2.3072 -3.7456 3.4733 0.0 0.5 -1.0
H -0.3589 -6.8845 -3.0397 0.0 0.0 0.0
H -1.7977 2.0461 1.4492 0.4 -0.5 0.4
H 0.2709 -4.5927 -2.3536 0.0 0.0 0.0
H -2.0890 0.6672 2.6439 0.2 0.6 -0.6
H 4.7769 -3.3257 3.0880 -0.6 0.3 -0.6
H 4.5439 -2.8192 1.4009 -0.7 -0.1 0.6
H -5.0963 7.7346 3.6016 0.0 0.0 0.0
H -7.7157 9.0766 -2.2753 0.0 0.0 0.0
H -8.5325 11.2105 -1.3269 0.0 0.0 0.0
H -5.3697 4.0454 -5.2621 0.0 0.0 0.0
H 3.1439 -9.7285 -5.0315 0.0 0.0 0.0
H 2.3738 -9.3032 -7.3433 0.0 0.0 0.0
H -2.9553 -11.8183 -6.0799 0.0 0.0 0.0
H -4.8373 11.6848 0.7881 0.0 0.0 0.0
H 3.2791 -4.5069 -5.4037 0.0 0.0 0.0
H -4.1440 -10.6043 -4.2827 0.0 0.0 0.0
H -0.6492 3.3536 3.2666 -0.6 -0.6 0.2
H 6.3419 0.2695 5.3546 0.0 0.0 0.0
H 3.9791 -9.4160 -9.2222 0.0 0.0 0.0
H -4.0303 9.5379 -0.1394 0.0 0.0 0.0
H -8.4793 8.5974 6.0850 0.0 0.0 0.0
H -3.7549 -8.1829 -3.9582 0.0 0.0 0.0
H -2.1805 2.6758 4.0394 0.7 -0.1 -0.4
H 1.9703 -5.7305 9.3535 0.0 0.0 0.0
H -3.5345 3.1465 -3.8688 0.0 0.0 0.0
H -0.0699 9.0682 2.2325 0.0 0.0 0.0
H 1.6287 -1.0713 2.6881 0.9 0.0 -0.1
H -1.3876 6.0268 -0.4818 0.0 0.0 0.0
H -6.2521 8.7628 1.6712 0.0 0.0 0.0
H 1.4858 -3.4597 -0.5734 0.4 -0.7 0.6
H 3.2070 -3.6139 -0.1218 -0.7 -0.3 0.3
H 5.5159 -10.2796 -4.5998 0.0 0.0 0.0
H 0.0962 4.3900 0.6328 0.0 0.0 0.0
H 1.6689 0.8545 -0.7334 0.1 -0.1 0.8
H -9.6381 9.6159 4.1515 0.0 0.0 0.0
H 1.3931 7.4240 3.3626 0.0 0.0 0.0
H 9.9172 1.9556 2.3810 0.0 0.0 0.0
H -5.8877 6.4637 -5.2160 0.0 0.0 0.0
H 2.8820 -5.4503 5.1768 0.0 0.0 0.0
H 3.6208 -0.0878 0.4972 -0.7 -0.2 0.3
H -4.5771 7.9806 -3.7670 0.0 0.0 0.0
H -1.0136 -8.1828 -7.2502 0.0 0.0 0.0
H 2.0840 -3.4000 -3.5416 0.0 0.0 0.0
H -1.1218 -4.7757 6.5463 0.1 0.0 0.0
H 8.6415 -0.6186 5.5590 0.0 0.0 0.0
H 10.4305 0.2294 4.0762 0.0 0.0 0.0
H 3.7463 -1.3906 4.0476 0.1 -0.1 -0.9
H -0.5136 1.1181 0.0281 0.3 -0.5 0.6
H 2.3045 -1.2776 0.2469 0.2 0.5 0.7
H -6.2057 7.6626 5.8118 0.0 0.0 0.0
H -0.5519 1.9023 4.2941 -0.7 0.3 -0.5
H 2.6069 0.4047 2.8682 0.0 -0.8 -0.4
H -2.2356 4.6613 -2.4073 0.0 0.0 0.0
H -0.3945 -5.1883 8.8741 0.0 0.0 0.0
H 3.0920 -4.7749 2.2531 -0.2 0.8 0.3
H 0.5181 -4.8919 4.6987 0.0 0.0 0.0
H -5.4661 8.2392 -1.6779 0.0 0.0 0.1
H -8.5178 9.7114 1.9473 0.0 0.0 0.0
H 6.3480 -9.9825 -8.7921 0.0 0.0 0.0
H 0.8183 -7.9807 -4.9186 0.0 0.0 0.0
H 1.4799 5.0863 2.5568 0.0 0.0 -0.1
H 2.6415 -6.7949 -6.0962 0.0 0.0 0.0
H 7.6121 2.8251 2.1589 0.0 0.0 0.0
H 2.1301 -5.0547 0.1419 -0.1 0.7 -0.1
H -2.1944 -6.9712 -5.4463 0.0 0.0 0.0
H -1.3829 -10.6098 -7.5582 0.0 0.0 0.0
H 4.8123 -0.8097 2.7518 -0.9 -0.2 -0.1
H 5.8260 1.9891 3.6516 0.0 0.0 0.0
H -7.0901 12.5178 0.1997 0.0 0.0 0.0
H -1.4674 8.3675 0.3158 0.0 0.0 0.0
H -2.7601 7.0792 -2.3541 0.0 0.0 0.0
```
Forces are in eV/Å.

Properties
E_HOMO, eV: -9.16
Kohn-Sham gap, eV: 9.42
Electronic energy, a.u.: -2819.220306
Maximum force, hartree/bohr: 0.0515
SMILES: CCO[C@H](C#N)[C@@H](C#N)CCCCCOC.c1ccccc1.c1ccccc1.c1ccccc1.c1ccccc1.c1ccccc1.c1ccccc1.c1ccccc1.c1ccccc1.c1ccccc1
Charge: 0
2S+1: 1


[2]
Here is a molecular structure, C66H78CsN8O5P2SSi from OMol25. Energies are from wB97M-V/def2-TZVPD.

XYZ file:
```
162
Properties=species:S:1:pos:R:3:forces:R:3
Cs -0.0840 1.7347 0.7379 1.4 -0.6 -1.4
S 1.8723 -0.3729 -4.5884 -0.1 0.0 0.0
P -1.1003 -3.1551 1.0039 0.0 0.2 0.1
P 2.9919 0.2323 2.7478 -0.3 -0.1 -0.2
Si -0.4405 4.3118 -2.2179 0.3 -0.2 0.3
O -0.1024 1.5600 3.2754 0.0 -0.2 1.6
O -0.4802 -2.2315 0.0263 0.0 0.0 0.0
O 0.0978 3.0344 -1.4599 0.2 0.8 -1.1
O -2.4397 1.1337 1.6943 -1.2 -0.2 0.6
O 2.5587 -4.7408 -2.6268 0.1 0.0 -0.1
N -2.7604 -2.9952 0.8759 0.0 -0.1 0.1
N -0.7222 -2.8570 2.5925 -0.3 -0.1 -0.1
N 3.3101 -0.5507 -1.2932 0.1 0.0 -0.2
N 2.0417 -2.5961 -3.1283 0.3 0.1 0.3
N -0.6608 -4.7217 0.7084 0.1 -0.1 0.1
N 3.3206 2.3594 0.7265 -0.1 0.0 0.1
N -0.0812 -1.7789 -3.4437 0.1 0.0 0.1
N 4.3322 1.2708 2.5167 0.1 0.1 -0.1
C 0.1820 -6.4757 -0.5908 0.0 0.0 0.1
C -0.7133 2.6152 3.5973 -0.1 0.2 0.2
C 2.3693 0.1775 6.7574 0.0 0.0 0.0
C 3.2486 3.3939 -0.1196 0.0 -0.1 0.0
C 1.2146 -1.6109 -3.6915 0.0 0.2 -0.2
C -4.4130 1.9348 2.7003 0.0 0.2 0.0
C 3.5397 -1.3402 1.9907 0.0 -0.1 -0.2
C 4.1691 4.4283 -0.1288 -0.1 -0.1 0.0
C -0.5818 -1.4552 4.4648 0.1 0.0 0.0
C 3.2460 5.3949 -3.7008 0.1 0.0 0.1
C 4.0512 -3.6620 0.5137 -0.1 0.0 0.0
C 3.2008 -0.1673 4.5193 0.1 0.1 0.1
C 2.5376 -2.2891 1.7817 0.0 0.0 -0.1
C -0.6947 -7.0829 0.4990 0.0 -0.1 0.1
C -0.0386 3.6605 4.3263 -0.2 -0.1 0.0
C 3.2675 6.7806 -3.7817 0.0 0.0 0.0
C 2.1369 4.7461 -3.1766 0.0 0.1 0.0
C 4.8000 -1.5714 1.4465 0.0 0.0 0.1
C 0.9524 -3.8346 -5.6360 -0.1 -0.1 0.0
C -0.6574 -5.4692 -6.3592 0.0 0.0 0.0
C -3.2652 -2.0999 -3.2763 0.0 -0.1 0.0
C -1.3366 2.3178 -5.7331 0.1 0.0 0.0
C 3.3773 -0.6319 7.2598 0.0 0.0 0.0
C 5.2239 4.3636 0.7722 0.1 0.1 0.0
C 4.2933 -1.2220 6.3970 0.0 0.0 0.0
C -2.9284 7.0170 -0.0619 0.0 0.0 0.0
C -3.9045 6.1488 0.3981 0.0 0.0 0.0
C 5.0565 -2.7307 0.7238 0.1 0.1 0.0
C -0.6719 4.8072 4.7107 0.1 0.1 0.1
C 1.0037 5.4460 -2.7417 -0.1 0.0 -0.2
C -2.7556 4.3337 -0.6835 -0.1 0.0 0.1
C -1.2825 3.8435 -3.8444 0.0 0.1 -0.1
C -3.8125 4.7988 0.0834 0.0 0.0 0.0
C -2.7076 4.0709 3.7154 0.0 0.0 0.0
C 1.9287 -3.9458 -3.3051 -0.1 -0.1 0.3
C -0.8130 2.7082 -4.5077 0.0 0.0 -0.1
C 0.2366 -5.5736 -4.1327 0.0 0.0 0.0
C -0.6405 -2.8952 4.9620 0.0 0.0 0.0
C -2.3626 -0.8822 -3.1435 0.2 0.1 0.0
C -4.5573 -1.5362 1.3919 0.1 0.0 0.0
C 0.9993 -4.4394 -4.3831 0.1 0.1 0.0
C -2.3547 3.0583 -6.3193 0.0 0.0 0.0
C -4.9768 -2.9717 1.6868 0.0 0.0 0.0
C -2.0912 2.8886 3.2547 -0.2 0.0 0.1
C -2.9080 1.9424 2.4945 0.2 -0.1 0.1
C 2.2774 0.4093 5.3907 0.0 0.0 0.0
C -0.6024 -6.0785 -5.1143 0.0 0.0 0.1
C 2.1581 7.4993 -3.3637 0.0 0.0 0.0
C -3.6312 -3.6788 1.8338 0.0 0.0 0.0
C 1.0406 6.8351 -2.8712 -0.1 0.0 0.0
C -3.3572 -1.7056 0.4652 0.1 0.1 0.0
C -0.3602 -5.0610 -0.6888 -0.1 0.0 -0.1
C 0.1278 -4.3557 -6.6223 0.0 0.0 0.0
C -0.8521 -5.9402 1.5072 -0.1 0.0 0.0
C -1.8813 6.5405 -0.8443 0.1 0.1 0.0
C 4.3073 2.3321 1.6131 0.1 -0.1 0.1
C -2.0307 5.0318 4.4199 0.0 0.0 0.0
C 5.3107 3.3065 1.6534 0.0 0.1 0.0
C -2.8387 4.1891 -5.6756 0.0 0.0 0.0
C -1.2017 -1.5533 3.0833 0.2 0.0 0.1
C -1.1263 -0.9546 -4.0315 0.0 0.0 0.0
C -1.7652 5.1932 -1.1787 -0.1 -0.1 -0.1
C 4.2023 -0.9925 5.0325 -0.1 0.0 -0.1
C 2.7893 -3.4382 1.0485 0.0 0.0 0.0
C -2.3013 4.5759 -4.4535 0.0 0.0 0.0
C -0.3494 -3.7316 3.7088 0.1 -0.1 0.0
H 0.0994 -3.8879 -7.5981 0.0 0.0 0.0
H -5.3443 -0.9274 0.9463 0.0 0.0 0.0
H -1.0944 -0.7328 5.0973 0.0 0.0 0.0
H -4.8684 2.8094 2.2321 0.0 0.0 0.0
H 0.1361 -7.0157 -1.5352 0.0 -0.1 0.1
H -3.6365 4.7704 -6.1238 0.0 0.0 0.0
H 0.4535 -1.1218 4.3718 -0.1 -0.1 0.0
H -3.7478 4.2450 3.4682 0.0 0.0 0.0
H -4.7234 6.5159 1.0054 0.0 0.0 0.0
H 0.3603 -4.3580 -1.0907 0.1 0.1 -0.1
H -0.9273 -4.6561 3.7331 0.0 0.0 0.0
H -4.5663 4.1052 0.4360 0.0 0.0 0.0
H -4.6734 1.9687 3.7585 0.0 0.0 0.0
H 1.4754 1.0120 4.9727 0.0 0.0 0.0
H -0.2638 -7.9728 0.9582 0.0 0.0 0.0
H 4.2493 -0.3480 -0.9688 0.0 0.0 0.0
H -5.5241 -3.3890 0.8374 0.0 0.0 0.0
H 0.7120 -3.9996 3.6454 0.0 0.0 0.0
H 5.0720 -1.8659 6.7874 0.0 0.0 0.0
H 3.4468 -0.8109 8.3260 0.0 0.0 0.0
H 0.0661 -3.1108 5.7640 0.0 0.0 0.0
H 1.6437 0.6262 7.4246 0.0 0.0 0.0
H 1.2267 -6.4393 -0.2770 0.0 0.0 0.0
H -5.6010 -3.0764 2.5743 0.0 0.0 0.0
H -0.1103 5.5651 5.2481 0.0 0.0 0.0
H -4.1753 -1.9942 -2.6864 0.0 0.0 0.0
H 5.1511 1.2134 3.1003 0.0 0.0 0.1
H 4.0596 5.2433 -0.8273 0.0 0.1 -0.1
H -2.6920 3.2658 -0.8770 0.0 0.1 -0.1
H -1.8322 -5.9680 1.9898 0.0 0.0 0.0
H -2.9748 8.0702 0.1896 0.0 0.0 0.0
H 4.8963 -1.4730 4.3514 0.0 0.0 0.0
H -0.8464 -0.7553 2.4437 -0.1 0.2 -0.1
H 3.0411 0.2033 -1.9193 0.0 0.0 0.0
H 2.8226 -2.2140 -2.5652 -0.4 -0.2 -0.1
H 2.1352 3.6635 -3.1124 0.0 0.0 0.0
H -2.6465 -0.8844 0.5604 -0.1 -0.1 0.0
H -2.7694 -3.0155 -2.9397 0.0 0.0 0.0
H 4.1000 4.8175 -4.0357 0.0 0.0 0.0
H 0.1732 7.4283 -2.6081 0.0 0.0 0.0
H -3.6697 -1.7628 -0.5767 -0.1 0.0 -0.1
H -1.3095 -5.8656 -7.1275 0.0 0.0 0.0
H -1.1306 7.2478 -1.1727 0.0 0.0 0.0
H -2.0329 -0.7503 -2.1073 -0.1 0.0 0.0
H 1.9754 -4.1284 0.8601 0.0 0.0 0.0
H -2.5170 5.9488 4.7242 0.0 0.0 0.0
H 0.3130 -6.0518 -3.1658 0.0 0.1 -0.1
H 1.0092 3.4994 4.5530 0.0 0.0 0.0
H -0.0935 -6.0127 2.2883 0.0 0.0 0.0
H 2.7178 -0.4751 -0.4740 -0.1 0.0 0.0
H 5.9767 5.1432 0.7924 0.0 0.0 0.0
H -2.6953 5.4595 -3.9601 0.0 0.0 0.0
H -1.6701 -7.3574 0.0894 0.0 0.0 0.0
H -0.7017 0.0328 -4.1967 0.0 0.0 0.1
H 1.5569 -2.9597 -5.8359 0.0 0.0 0.0
H 6.1119 3.2405 2.3792 0.0 0.0 0.0
H -3.2534 -3.5685 2.8623 0.0 0.0 0.0
H 5.5744 -0.8212 1.5646 0.0 0.0 0.0
H -2.2985 -1.5168 3.1213 0.1 0.0 0.0
H -1.2710 -5.0290 -1.3051 0.1 0.0 0.0
H -3.7032 -4.7468 1.6159 0.0 0.0 0.0
H -0.3311 -2.4481 -2.7251 0.0 0.1 0.0
H 1.5262 -2.1056 2.1297 0.0 0.0 0.0
H -0.9364 1.4386 -6.2268 0.0 0.0 0.0
H -1.6427 -3.1297 5.3330 0.0 0.0 0.0
H -2.7714 2.7571 -7.2736 0.0 0.0 0.0
H 4.2314 -4.5292 -0.1076 0.0 0.0 0.0
H 2.4097 3.3740 -0.8147 0.0 0.0 0.1
H -3.5611 -2.2498 -4.3176 0.0 0.0 0.0
H 6.0369 -2.8910 0.2905 0.0 0.0 0.0
H -4.8183 1.0426 2.2305 0.0 0.1 0.0
H -4.2373 -1.0456 2.3142 0.0 0.0 0.0
H 2.1505 8.5808 -3.4371 0.0 0.0 0.0
H -1.3854 -1.3644 -5.0157 0.0 0.0 0.0
H -0.0208 2.1195 -4.0554 0.0 0.0 0.0
H -2.9046 0.0261 -3.4147 0.0 0.0 0.0
H -1.2092 -6.9511 -4.9069 0.0 0.0 0.0
H 4.1352 7.2942 -4.1788 0.0 0.0 0.0
```
Forces are in eV/Å.

Properties
E_HOMO, eV: -4.80
Kohn-Sham gap, eV: 6.64
Electronic energy, a.u.: -4766.916290
Maximum force, hartree/bohr: 0.0406
Charge: -1
2S+1: 1